[1]
Entry from OMol25: a molecular structure, CdF6H50O25P in a non-equilibrium geometry (the ωB97M-V functional and the def2-TZVPD basis).

Summary:
- Net charge: +1
- HOMO energy: -13.03 eV
- Orbital gap: 9.898 eV
- 2S+1: 1
- Largest force on an atom: 3.427 eV/A

```
83
CdF6H50O25P | OMol25 | the ωB97M-V functional and the def2-TZVPD basis
Cd -0.647 -0.013 -0.533
P 2.917 -0.711 3.954
F 1.283 -0.959 4.062
F 2.468 0.814 3.801
F 3.092 -0.751 5.517
F 4.545 -0.470 4.043
F 3.300 -2.262 4.004
F 2.844 -0.753 2.300
O -4.498 -1.030 -0.257
H -4.423 -0.082 -0.366
H -5.076 -1.140 0.499
O -1.998 0.996 -1.992
H -2.914 1.253 -1.889
H -1.679 1.531 -2.719
O 1.453 4.255 1.266
H 1.050 3.539 1.757
H 2.266 4.440 1.736
O 0.612 2.564 3.214
H 0.305 3.187 3.873
H 1.282 2.050 3.664
O -1.513 3.742 1.048
H -1.089 4.386 1.615
H -2.167 4.244 0.562
O 0.045 -2.103 -5.462
H 0.688 -1.827 -4.810
H 0.011 -1.379 -6.087
O 0.566 -0.520 -2.000
H 1.243 0.013 -2.417
H 0.768 -1.417 -2.267
O 3.829 -1.306 -0.539
H 4.139 -1.505 -1.422
H 3.634 -2.160 -0.154
O -2.080 2.112 3.975
H -1.970 2.765 4.667
H -1.443 2.362 3.306
O -1.971 0.778 0.898
H -2.154 0.450 1.778
H -1.869 1.723 1.011
O 1.051 -3.212 -1.378
H 1.736 -3.231 -0.709
H 1.514 -3.004 -2.189
O 1.109 -3.576 2.153
H 2.023 -3.343 2.317
H 1.091 -4.532 2.207
O -2.270 -0.666 3.212
H -1.928 -1.554 3.320
H -2.428 -0.360 4.104
O 0.151 1.929 -0.330
H 1.073 2.169 -0.240
H -0.328 2.685 0.010
O -0.239 -5.342 -2.474
H -1.043 -5.331 -1.954
H 0.273 -4.606 -2.139
O 0.525 -0.950 0.903
H 0.577 -1.896 1.035
H 1.320 -0.606 1.311
O 2.715 1.551 0.004
H 3.243 2.002 0.663
H 3.303 0.889 -0.361
O 2.094 -2.141 -3.812
H 2.143 -2.894 -4.401
H 2.959 -1.736 -3.869
O -1.022 2.786 -3.540
H -1.231 3.714 -3.434
H -0.157 2.780 -3.950
O -1.383 -3.249 3.421
H -0.710 -3.330 2.745
H -0.895 -3.089 4.229
O 2.529 0.954 -3.272
H 2.273 1.872 -3.356
H 3.435 0.985 -2.965
O -5.517 -1.703 -2.839
H -5.039 -1.173 -3.476
H -5.210 -1.392 -1.988
O -4.329 1.633 -0.898
H -4.457 2.221 -0.154
H -4.812 2.043 -1.615
O 2.421 4.064 -1.809
H 2.345 4.791 -1.191
H 2.439 3.281 -1.258
O -1.807 -1.793 -0.512
H -2.763 -1.734 -0.535
H -1.622 -2.726 -0.620
```

=====

[2]
Entry from OMol25: a molecular structure, CdFNO3S2 in a non-equilibrium geometry (the ωB97M-V functional and the def2-TZVPD basis).

Summary:
- HOMO energy: -10.21 eV
- Orbital gap: 8.395 eV
- 2S+1: 1
- Largest force on an atom: 3.453 eV/A

```
8
CdFNO3S2 | OMol25 | the ωB97M-V functional and the def2-TZVPD basis
Cd 1.942 -0.389 -0.079
F 2.713 0.569 1.329
N -1.306 0.034 0.439
S -1.030 -1.396 -0.538
O -1.817 -1.090 -1.762
O 0.490 -1.262 -0.894
S -0.323 1.208 0.307
O -0.669 2.327 1.198
```

=====

[3]
Entry from OMol25: a molecular structure, CdI in a non-equilibrium geometry (the ωB97M-V functional and the def2-TZVPD basis).

Summary:
- Net charge: +1
- ΔE to the lowest compared entry with this formula, charge and spin: 8.4 kcal per mole
- HOMO energy: -14.65 eV
- Orbital gap: 6.090 eV
- 2S+1: 1
- Largest force on an atom: 1.916 eV/A

```
2
CdI | OMol25 | the ωB97M-V functional and the def2-TZVPD basis
Cd -0.112 -0.781 1.191
I 0.112 0.781 -1.191
```

=====

[4]
Entry from OMol25: a molecular structure, CdN3O9Pb3 in a non-equilibrium geometry (the ωB97M-V functional and the def2-TZVPD basis).

Summary:
- Net charge: +5
- HOMO energy: -23.52 eV
- Orbital gap: 2.244 eV
- 2S+1: 1
- Largest force on an atom: 4.290 eV/A

```
16
CdN3O9Pb3 | OMol25 | the ωB97M-V functional and the def2-TZVPD basis
Cd 3.991 0.837 -2.295
Pb 2.089 0.751 2.895
Pb -1.517 0.835 -3.163
Pb -2.225 3.004 0.562
N 1.472 -2.048 0.658
O 0.693 -2.489 -0.169
O 2.643 -2.424 0.592
O 1.096 -1.340 1.650
N -2.754 -0.630 0.519
O -3.802 -0.677 -0.077
O -2.149 0.536 0.717
O -2.225 -1.572 1.060
N 0.744 1.346 -0.701
O 1.612 0.920 -1.488
O -0.341 1.891 -1.252
O 0.672 1.059 0.493
```